No. 1
73
Properties=species:S:1:pos:R:3:mulliken_charge:R:1 method="wB97M-V/def2-TZVPD" total_energy_ev=-67404.9050 s2=6.04 total_charge=-1 homo_lumo_gap_ev="5.15 / 6.31" multiplicity=5 max_force_ev_per_a=0.64 relative_energy_kj_mol=0.0
C 0.058 0.633 1.615 -2.30
C 3.710 1.552 -1.347 -0.03
H -1.330 5.083 -0.995 0.47
H 0.223 5.239 1.662 0.37
C 1.789 -2.517 1.696 1.46
C -3.016 -0.093 -1.273 -0.46
H -3.426 3.326 0.401 0.29
C -3.924 -3.041 -0.429 -1.00
C -0.639 0.429 -2.575 0.16
H -1.883 3.392 3.495 0.43
C -1.027 2.796 1.607 0.10
H -3.925 1.254 -2.672 0.38
H 3.278 -5.361 2.820 0.38
H 5.205 1.127 0.162 0.39
C 3.221 -4.747 0.765 -0.87
N -2.528 -3.050 -0.060 0.05
C 2.238 -3.513 2.596 -1.07
H -4.119 -2.608 -1.423 0.34
H -1.388 3.323 -1.130 0.29
H -3.945 -0.273 -0.745 0.45
S 1.372 -2.632 -3.659 0.35
C -1.458 4.088 0.908 2.04
C -0.988 4.149 -0.544 -1.84
H -1.722 -3.286 -2.028 0.30
C -1.815 1.022 -3.019 -0.77
H -0.972 -1.951 0.706 -0.15
Rh 1.222 -1.161 -0.822 -0.93
H -2.104 -4.778 -1.144 0.43
H 4.316 2.403 -1.652 0.37
C -1.335 2.625 2.962 -0.26
C -1.723 -3.761 -1.036 -0.70
C 2.942 -4.604 2.122 -0.56
O 0.662 -3.686 -4.372 -0.58
C -0.657 -0.419 -1.473 -0.17
H 4.135 -1.137 0.584 0.24
H 5.173 -0.013 -1.180 0.37
C 2.770 -3.774 -0.140 0.12
H -4.296 -4.068 -0.442 0.37
S 0.458 -0.968 3.635 -0.55
C -1.854 -0.737 -0.836 2.34
C 3.197 0.858 -2.602 0.25
O 3.673 1.167 -3.688 -0.75
H -1.209 5.332 2.689 0.33
C 2.075 -2.681 0.313 0.06
C -0.926 1.496 3.655 -1.17
H 3.766 -5.609 0.404 0.38
H 0.294 0.622 -3.086 0.52
O 2.272 -0.025 -2.448 -0.15
H 2.868 1.912 -0.745 -0.11
H -1.163 6.221 1.162 0.45
H 2.028 -3.414 3.655 0.38
C -3.007 0.776 -2.352 -0.89
C -0.334 1.795 0.939 0.32
H -0.089 1.879 -0.109 0.03
N 1.006 -2.415 -2.235 -0.21
H -0.688 -3.813 -0.698 0.01
H 0.101 4.121 -0.617 0.33
H -4.501 -2.479 0.308 0.31
H 3.162 0.131 0.950 0.06
N 0.776 -0.411 1.091 0.77
H -1.147 1.393 4.710 0.38
H -3.384 4.199 1.937 0.33
C -1.961 -1.752 0.294 -1.39
N 3.654 -0.334 0.196 -0.10
H 2.966 -3.892 -1.198 0.37
C -2.990 4.182 0.920 -1.66
H -2.562 -1.324 1.103 0.66
C 1.083 -1.359 2.050 -0.54
C -0.225 0.513 2.985 1.57
C -0.867 5.292 1.654 -1.77
H -1.791 1.685 -3.876 0.42
C 4.539 0.579 -0.515 -0.89
H -3.315 5.095 0.414 0.46

---

No. 2
76
Properties=species:S:1:pos:R:3:mulliken_charge:R:1 method="wB97M-V/def2-TZVPD" total_energy_ev=-131282.4158 total_charge=-1 homo_lumo_gap_ev=6.23 max_force_ev_per_a=1.02 relative_energy_kj_mol=39.2
N -0.117 2.753 1.252 1.03
S 2.553 -2.084 -0.394 -0.19
S -0.170 3.074 -1.767 0.08
C -2.609 -0.393 1.456 -0.86
C 2.183 3.057 0.682 0.51
C -2.644 1.604 -1.587 0.46
H 5.141 4.220 -0.480 0.46
S -1.433 -1.756 0.999 0.00
C 3.179 1.482 -0.660 -0.81
C 4.314 3.547 -0.311 -0.62
C 1.447 3.136 -3.939 -0.57
H 1.504 4.189 -3.695 0.40
H 1.125 -0.598 -4.761 0.43
O 5.970 -5.530 -0.500 -0.68
C -3.726 1.089 -2.308 -0.98
C 3.254 3.937 0.484 -0.94
S 0.295 0.310 2.993 -0.42
C 7.471 -1.635 1.742 -0.36
H -1.646 -4.151 2.382 0.42
H -2.424 3.699 -1.835 0.51
S 5.258 -4.939 0.608 1.20
H -5.343 -0.324 -2.271 0.41
H 0.394 -3.400 6.059 0.36
H 4.447 -0.336 0.887 0.58
C 3.789 -3.038 0.208 0.20
C 6.475 -0.693 1.521 -0.68
H 3.105 0.496 -1.102 0.68
C -1.930 2.785 -2.176 -1.18
H 2.723 3.274 -5.652 0.38
H 5.085 1.952 -1.530 0.59
C -4.503 0.100 -1.738 -0.55
C 0.044 -3.067 5.094 -0.50
H 8.439 -1.316 2.102 0.37
C 2.125 2.622 -5.029 -0.65
H 0.848 -1.097 5.311 0.40
C 4.999 -2.406 0.782 0.16
C -1.103 -3.491 3.045 -0.58
C -3.070 0.189 0.169 0.59
H -2.094 2.510 1.634 0.22
C -4.176 -0.363 -0.475 -0.95
H 1.944 5.031 2.595 0.41
C -0.127 4.846 3.063 -0.65
H -0.894 -4.942 4.602 0.36
H 6.673 0.351 1.724 0.41
C -0.667 -3.938 4.276 -0.59
C 7.228 -2.985 1.514 -0.64
H -3.428 -0.840 2.019 0.60
H 7.978 -3.737 1.705 0.40
C 0.665 2.316 -3.139 -0.23
N -2.345 1.168 -0.367 0.50
Ca 0.251 0.492 0.156 0.88
N 3.812 -4.337 0.125 -0.52
C 0.557 0.940 -3.404 0.81
S -0.420 -0.136 -2.491 -0.27
C 5.228 -1.065 1.045 -0.18
C 5.990 -3.341 1.037 -0.19
H 2.518 0.860 -6.189 0.37
C -0.106 -1.311 3.424 0.64
H -2.049 0.315 2.067 0.21
O 5.146 -5.768 1.783 -0.67
C -1.219 3.090 1.893 -0.29
H -4.752 -1.138 0.008 0.46
C -1.288 4.128 2.808 -1.12
C 2.003 1.268 -5.328 -0.53
H -3.937 1.456 -3.299 0.45
H -2.208 4.343 3.327 0.47
H 3.236 4.928 0.909 0.37
H -0.134 5.676 3.757 0.41
C 1.234 0.452 -4.535 -0.76
C 4.283 2.290 -0.896 -1.15
C -0.836 -2.198 2.616 0.14
H -1.977 2.742 -3.263 0.58
C 0.305 -1.784 4.679 -0.80
C 1.006 3.439 1.476 0.39
N 2.166 1.852 0.103 0.70
C 1.030 4.495 2.395 -0.91

---

No. 3
69
Properties=species:S:1:pos:R:3:mulliken_charge:R:1 method="wB97M-V/def2-TZVPD" total_energy_ev=-190768.5251 total_charge=+1 homo_lumo_gap_ev=7.23 max_force_ev_per_a=1.31 relative_energy_kj_mol=21.2
C 0.311 -2.101 4.656 -0.72
H -6.090 -2.570 0.741 0.26
C 0.415 -2.846 2.410 0.67
H 0.971 -1.517 5.288 0.35
C -0.906 -3.502 2.600 0.04
C 2.430 3.523 0.498 -0.25
H -2.613 -8.823 0.346 0.34
N -0.729 0.576 -1.279 -0.47
H 4.547 1.298 1.925 0.49
Cl 4.450 6.058 2.796 -0.19
H 1.622 3.557 -0.219 0.43
H 5.369 3.387 2.997 0.42
C 4.085 2.251 1.708 -0.28
C -1.879 -3.089 1.764 0.91
O -3.647 -4.186 2.939 -0.59
H -0.260 -4.733 -4.155 0.32
C 3.018 2.301 0.814 0.21
H -1.023 0.134 -2.143 0.23
O 1.561 1.113 -0.643 -0.90
H 0.144 -3.082 5.097 0.26
H -2.061 2.249 -1.297 0.48
C -0.383 -5.064 -1.499 -0.30
C -3.313 -3.418 2.076 0.14
H -2.736 0.738 -0.644 0.20
C 4.539 3.412 2.304 -0.72
O -0.363 -6.187 -1.920 -0.56
C 2.873 4.684 1.103 -0.83
C -1.845 1.362 -0.698 -0.70
C -5.532 -2.726 1.658 -0.89
H -3.422 -3.622 -1.177 0.43
As -0.973 -5.439 2.866 0.11
C -0.015 -6.897 0.601 0.21
O 2.691 -0.064 0.829 -0.83
H -2.661 -7.219 1.092 0.23
C 0.900 -5.694 3.398 -1.27
H -5.709 -1.902 2.347 0.30
H 0.845 -3.339 -3.948 0.27
In 0.730 -0.839 0.048 1.70
O 0.940 -2.877 1.292 -0.81
C -0.665 -5.555 0.865 -0.12
H 1.342 -4.977 -3.439 0.33
C -1.348 0.434 1.467 0.27
H -5.812 -3.665 2.129 0.38
C -2.844 -2.706 -1.270 -1.33
H -3.473 -1.848 -1.045 0.35
H -0.500 2.258 0.737 0.00
As -1.328 -2.747 -0.028 1.13
C 2.422 1.045 0.293 0.85
C -0.802 -4.664 -0.122 0.93
O -0.791 -7.968 0.503 -0.35
H 1.004 -5.405 4.444 0.43
O 1.182 -6.974 0.633 -0.56
H -2.228 2.394 1.176 0.52
H -2.395 -7.383 -0.674 0.20
H 2.412 5.636 0.879 0.41
H 1.135 -6.754 3.321 0.48
H 0.039 1.203 -1.505 0.41
O 0.987 -2.212 3.389 -0.32
H -2.439 -2.624 -2.277 0.45
C 0.509 -4.283 -3.531 -0.84
O -2.340 -0.262 1.634 -0.55
O -0.024 -3.986 -2.225 -0.32
O -0.125 0.075 1.735 -0.62
C 3.916 4.620 2.017 0.40
H 1.604 -5.144 2.777 0.38
C -2.200 -7.820 0.306 -0.45
C -1.469 1.757 0.727 -0.28
H -0.637 -1.580 4.533 0.30
O -4.140 -2.732 1.299 -0.17

---

No. 4
85
Properties=species:S:1:pos:R:3:mulliken_charge:R:1 method="wB97M-V/def2-TZVPD" total_energy_ev=-110597.7725 s2=2.05 total_charge=+2 homo_lumo_gap_ev="7.20 / 5.16" multiplicity=3 max_force_ev_per_a=3.82
C -16.438 19.720 -0.654 0.85
F -17.151 19.929 -1.810 -0.27
C -18.032 14.023 2.764 1.13
H -10.019 9.426 -0.581 0.47
C -17.233 16.045 -0.137 -0.03
H -13.918 14.470 0.739 0.64
O -16.245 15.851 -6.721 -0.49
H -11.698 14.246 1.733 0.53
H -22.055 11.492 2.979 0.53
C -20.025 14.981 3.868 -1.07
C -17.335 17.331 -0.668 -1.04
C -12.359 11.777 -2.559 -0.30
N -18.068 12.700 -1.480 -0.54
C -14.967 13.902 2.519 0.72
C -12.832 11.133 -1.392 0.05
C -10.672 10.106 -1.080 -0.45
H -13.520 13.741 5.551 0.44
C -18.154 14.157 -3.430 0.07
H -17.532 12.026 3.431 0.41
C -16.205 12.781 -3.054 -0.54
C -15.798 13.108 -4.323 -0.59
H -23.210 13.021 1.102 0.53
C -20.231 13.745 4.483 0.35
H -18.889 15.996 2.312 0.27
C -12.471 13.876 3.710 0.00
H -18.194 15.346 -5.212 0.49
H -15.145 16.573 2.504 0.50
S -15.575 10.614 1.212 -0.25
H -19.932 12.794 -2.322 0.76
C -21.519 13.566 5.242 0.78
S -12.747 9.646 0.783 -0.10
C -22.205 12.613 1.057 -0.73
C -10.170 10.827 -2.157 -0.67
O -14.988 14.044 -7.137 -0.45
H -20.908 15.637 3.834 0.41
C -20.175 12.215 -0.291 -0.33
C -19.233 12.767 4.473 -1.00
C -15.775 16.749 1.657 -0.46
C -20.398 11.108 1.671 -0.38
F -21.611 14.293 6.430 -0.27
C -19.389 12.615 -1.392 0.50
C -14.884 13.633 3.895 -0.87
C -12.559 14.195 2.381 -0.80
C -16.520 18.342 -0.086 0.08
C -14.132 10.656 0.334 0.37
C -18.940 15.110 2.997 -0.52
P -16.536 14.071 1.644 1.32
C -11.058 11.547 -2.937 -0.49
C -17.642 14.626 -4.641 -1.26
H -9.121 10.647 -2.377 0.41
H -19.324 11.821 5.029 0.49
N -19.746 11.251 0.507 -0.31
H -13.021 12.467 -3.045 0.49
F -21.669 12.312 5.671 -0.27
N -13.988 11.419 -0.745 0.06
C -15.918 14.722 -6.444 0.43
H -14.666 13.274 -6.636 0.33
H -19.985 10.331 2.305 0.51
H -18.004 17.510 -1.471 0.61
C -16.476 15.716 0.960 0.36
F -10.205 13.439 3.467 -0.25
F -22.604 13.905 4.528 -0.23
H -17.755 15.223 -0.584 0.36
C -17.474 13.305 -2.596 0.54
C -21.417 12.873 -0.076 -0.45
F -11.246 12.323 5.081 -0.26
C -15.883 18.072 1.186 -1.25
F -15.105 20.025 -0.898 -0.25
H -15.369 18.870 1.725 0.44
C -13.645 13.745 4.453 -1.02
H -21.881 13.564 -0.865 0.36
H -10.758 12.122 -3.835 0.38
C -12.009 10.218 -0.698 0.48
H -19.046 14.677 -3.068 0.46
C -21.580 11.748 2.018 -0.43
F -16.886 20.668 0.183 -0.23
H -15.704 12.014 -2.428 0.27
C -16.503 14.065 -5.146 0.65
Au -16.907 12.180 0.090 0.79
C -13.815 14.235 1.777 -0.43
C -11.125 13.562 4.394 0.69
F -10.744 14.458 5.334 -0.23
H -15.750 13.497 4.468 0.63
H -14.961 12.626 -4.868 0.16
C -18.175 12.899 3.569 -0.54

---

No. 5
84
Properties=species:S:1:pos:R:3:mulliken_charge:R:1 method="wB97M-V/def2-TZVPD" total_energy_ev=-108619.8775 total_charge=-2 homo_lumo_gap_ev=3.99 max_force_ev_per_a=1.00 relative_energy_kj_mol=178.0
Cl 4.325 0.962 -6.562 -0.32
C 1.727 0.616 -5.908 -0.84
C 2.598 -0.332 -0.189 -0.82
H -4.163 3.864 -3.400 0.39
H -0.487 -0.591 -2.039 0.31
H -5.281 4.605 -1.326 0.34
N 1.777 2.935 1.037 -0.40
C 0.453 -3.819 -2.464 -0.38
C 1.930 2.106 -3.591 0.97
C -2.973 -3.219 3.573 -1.69
C -2.545 -2.111 2.653 0.31
C -3.036 -0.095 1.394 0.68
H 3.833 -5.021 2.690 0.35
C 2.931 1.201 -5.548 0.60
O -1.272 1.170 0.521 -0.73
F 1.257 6.101 4.927 -0.30
C -4.109 3.249 -2.510 -0.48
H -2.896 1.737 -3.418 0.36
H 1.383 4.822 0.268 0.32
Cl -0.839 -0.041 -5.512 -0.27
F 0.673 4.249 5.862 -0.28
H 4.035 -2.782 3.701 0.40
C 0.635 -1.092 0.955 0.99
H -2.816 0.334 -1.426 0.15
H -0.768 -5.534 -2.046 0.34
H 1.976 1.168 2.088 -0.05
H 2.512 -0.970 3.019 0.43
C -0.705 -4.451 -2.042 -0.65
H -0.562 -2.823 2.513 0.50
C 1.444 4.245 1.187 -0.06
H 1.674 2.129 4.321 0.41
C -1.235 -2.034 2.201 -0.84
C 3.161 -4.228 2.390 -0.74
C 0.646 0.739 -5.064 0.76
C 3.273 -2.971 2.955 -0.75
C -0.757 -1.027 1.366 0.74
C 2.428 -1.946 2.561 -0.36
C 1.402 4.144 3.588 0.17
H 3.966 2.456 -4.137 0.37
H 2.797 0.607 -0.728 0.23
C 3.173 -1.481 -0.997 -1.02
H 1.309 -4.401 -2.789 0.38
C -4.110 0.804 0.993 0.06
C -3.431 -1.156 2.200 -0.95
C 3.038 1.966 -4.395 -0.88
Cl 2.012 3.074 -2.160 -0.14
C -1.639 0.092 1.024 0.35
H -4.482 -1.220 2.449 0.36
C -3.990 1.668 -0.216 0.25
H -2.397 -3.197 4.500 0.33
N 1.160 -0.360 0.033 1.53
C 0.543 -2.434 -2.452 -0.43
H -2.683 -4.175 -1.262 0.38
C -3.356 1.264 -1.387 0.42
C 1.608 2.755 3.444 -0.78
C -3.412 2.052 -2.523 -0.55
H 2.977 -2.437 -0.520 0.03
C -0.543 -1.673 -2.051 0.84
H 3.147 -0.293 0.768 0.50
Pd 0.562 1.901 -0.584 -0.09
C 1.471 -2.166 1.578 -1.39
C 1.366 -3.439 1.016 0.12
Te 2.410 -1.551 -3.024 0.17
O -5.189 0.831 1.600 -0.74
C 2.194 -4.464 1.424 -0.57
C 1.785 2.226 2.195 0.46
C -1.779 -3.691 -1.609 -0.67
C 1.497 4.774 4.915 0.84
H -5.182 3.182 0.697 0.39
H 1.642 0.054 -6.827 0.36
F 2.743 4.659 5.497 -0.29
C -4.741 3.664 -1.348 -0.59
O -0.271 1.455 -2.992 -0.43
C 0.671 1.437 -3.811 -1.12
H 1.048 5.934 2.428 0.39
H -4.024 -3.119 3.830 0.37
C -1.700 -2.309 -1.627 -0.54
H -2.824 -4.197 3.113 0.30
H 2.106 -5.442 0.969 0.40
H -2.551 -1.732 -1.294 0.32
H 4.251 -1.351 -1.083 0.62
C -4.686 2.876 -0.215 -0.69
C 1.257 4.875 2.391 -0.79
H 0.628 -3.606 0.245 0.36

---

No. 6
9
Properties=species:S:1:pos:R:3:mulliken_charge:R:1 method="wB97M-V/def2-TZVPD" smiles="C=C=S.C=S" total_energy_ev=-24843.1897 homo_lumo_gap_ev=8.29 max_force_ev_per_a=5.53 relative_energy_kj_mol=236.5
C -1.992 0.973 0.809 0.24
H -2.846 -0.860 1.052 0.25
H -2.381 -0.401 -0.622 0.38
C -2.429 -0.142 0.317 -0.58
S 2.171 -1.319 0.544 -0.16
C 0.670 -1.935 0.940 -0.34
H -0.107 -2.186 0.193 0.23
S -1.352 2.273 1.485 -0.29
H 0.390 -2.197 1.944 0.26